[1]
Here is a cluster of 2 separate species, C5H14 in total in a non-equilibrium geometry from the Open Molecules 2025 dataset. Energies are from wB97M-V/def2-TZVPD.

Bonds (Å) are listed after each position.
Element x y z (Å)
1 C 0.367 -1.135 -2.022  C2 1.553, C3 1.519, H4 1.083, H5 1.101
2 C -0.918 -1.687 -1.348  C1 1.553, H6 1.091, H7 1.088, H9 1.088
3 C 1.643 -0.971 -1.213  C1 1.519, H8 1.093, H10 1.093, H11 1.090
4 H 0.077 -0.254 -2.580  C1 1.083
5 H 0.530 -1.827 -2.862  C1 1.101
6 H -1.202 -0.905 -0.642  C2 1.091
7 H -1.695 -1.879 -2.086  C2 1.088
8 H 2.508 -1.064 -1.875  C3 1.093
9 H -0.717 -2.629 -0.841  C2 1.088
10 H 1.691 -1.730 -0.428  C3 1.093
11 H 1.625 0.008 -0.734  C3 1.090
12 C -0.453 1.210 2.629  C13 1.547, H14 1.085, H15 1.087, H16 1.091
13 C -0.568 2.329 1.568  C12 1.547, H17 1.092, H18 1.097, H19 1.089
14 H -1.452 0.880 2.893  C12 1.085
15 H 0.078 0.398 2.139  C12 1.087
16 H 0.130 1.488 3.510  C12 1.091
17 H -0.584 1.813 0.605  C13 1.092
18 H 0.341 2.944 1.545  C13 1.097
19 H -1.400 3.012 1.742  C13 1.089

Output
relative energy (zero: lowest compared OMol25 entry of this formula, charge and spin)	29.3	kJ/mol
frontier orbital gap (spin up / spin down)	0.105 / 0.434	hartree
2S+1	2
charge	-1
LUMO (spin up / spin down)	4.35 / 4.36	eV

natural (NBO) atomic charge list, values in e, 5 entries: C -0.49; C -0.73; C -0.83; H 0.18; H 0.16

---

[2]
Here is the molecule C5H9NO in a non-equilibrium geometry from the Open Molecules 2025 dataset. Energies are from wB97M-V/def2-TZVPD.

Bonds (Å) are listed after each position.
Element x y z (Å)
1 N -0.348 1.002 2.980  C2 1.419, H8 1.013, H9 1.010
2 C -0.300 0.337 1.727  N1 1.419, C3 1.336, H10 1.084
3 C 0.165 0.808 0.567  C2 1.336, C4 1.476, H11 1.086
4 C -0.375 0.316 -0.716  C3 1.476, C5 1.584, H12 1.097, H13 1.095
5 C 0.694 -0.317 -1.699  C4 1.584, C6 1.510, H14 1.081, H15 1.090
6 C 0.570 -1.821 -1.765  C5 1.510, O7 1.200, H16 1.109
7 O -0.458 -2.432 -1.666  C6 1.200
8 H -1.197 0.704 3.445  N1 1.013
9 H -0.355 1.994 2.790  N1 1.010
10 H -0.807 -0.621 1.722  C2 1.084
11 H 0.846 1.654 0.600  C3 1.086
12 H -0.843 1.084 -1.342  C4 1.097
13 H -1.207 -0.393 -0.656  C4 1.095
14 H 1.664 -0.010 -1.334  C5 1.081
15 H 0.411 0.021 -2.696  C5 1.090
16 H 1.539 -2.326 -1.956  C6 1.109

Output
relative energy (zero: lowest compared OMol25 entry of this formula, charge and spin)	210.3	kJ/mol
frontier orbital gap	0.340	hartree
SMILES	N/C=C/CCC=O
LUMO	1.04	eV

natural (NBO) atomic charge list, values in e, 5 entries: N -0.81; C 0.03; C -0.32; C -0.42; C -0.52

---

[3]
Here is the molecule C3H3N5 in a non-equilibrium geometry from the Open Molecules 2025 dataset. Energies are from wB97M-V/def2-TZVPD.

Bonds (Å) are listed after each position.
Element x y z (Å)
1 C -0.368 -1.580 -1.155  N2 1.369, N8 1.310, H9 1.083
2 N -0.323 -1.644 0.213  C1 1.369, C3 1.311
3 C -0.060 -0.402 0.541  N2 1.311, N4 1.356, N7 1.356
4 N 0.137 0.394 1.622  C3 1.356, N5 1.415, H10 0.998
5 N 0.364 1.714 1.168  N4 1.415, C6 1.295
6 C 0.402 1.570 -0.118  N5 1.295, N7 1.355, H11 1.018
7 N 0.174 0.318 -0.584  C3 1.356, C6 1.355, N8 1.358
8 N 0.017 -0.449 -1.694  C1 1.310, N7 1.358
9 H -0.751 -2.396 -1.755  C1 1.083
10 H -0.284 0.142 2.491  N4 0.998
11 H 0.691 2.332 -0.728  C6 1.018

Output
relative energy (zero: lowest compared OMol25 entry of this formula, charge and spin)	35.0	kJ/mol
frontier orbital gap	0.387	hartree
SMILES	c1nc2[nH]ncn2n1
LUMO	0.95	eV

natural (NBO) atomic charge list, values in e, 5 entries: C 0.18; N -0.53; C 0.47; N -0.40; N -0.23

---

> What is the relative energy (zero: lowest compared OMol25 entry of this formula, charge and spin) in the first record?

29.3 kJ/mol

---

> Which formula does entry 3 have?

C3H3N5

---

> What is the formula in the first record?

C5H14